The following is a DFT calculation (the ωB97M-V functional and the def2-TZVPD basis) of a single C4H12N2O molecule in a non-equilibrium geometry.

Results
Highest occupied orbital energy = -8.89 eV
Calculated total energy = -9368.758 eV
Charge = 0
Lowest unoccupied orbital energy = 1.05 eV
SMILES = CNCCNCO
Energy relative to the best compared isomer or geometry (same formula, charge and spin) = 56.2 kcal/mol

```
19
Properties=species:S:1:pos:R:3:forces:R:3
C -1.419 2.263 -1.163 -1.290 1.097 2.478
N -0.696 1.302 -0.266 -1.036 0.950 -0.983
C 0.376 0.685 -0.954 3.113 -1.629 -1.013
C 1.303 -0.213 -0.046 -2.014 -0.020 -0.519
N 0.543 -1.441 0.294 0.603 0.778 1.100
C 0.607 -1.829 1.684 -1.189 -0.922 0.255
O -0.609 -2.525 2.016 -0.011 0.129 -0.046
H -2.455 1.931 -1.278 0.295 -0.635 -1.319
H -0.890 2.660 -2.021 -0.018 -0.533 -0.261
H -1.745 3.142 -0.559 1.046 -0.001 -0.123
H -1.427 0.622 -0.098 0.498 -0.431 0.438
H 1.110 1.364 -1.396 -0.354 0.987 0.390
H 0.154 0.111 -1.879 -0.625 -0.226 0.431
H 2.259 -0.471 -0.516 -0.107 0.371 -0.077
H 1.457 0.389 0.859 0.181 -0.403 -0.123
H 0.659 -2.205 -0.355 0.271 -0.006 0.031
H 1.325 -2.586 2.026 0.602 0.399 -0.497
H 0.702 -0.930 2.306 0.031 -0.086 -0.258
H -1.255 -2.273 1.346 0.004 0.181 0.096
```
Positions in Å, forces in eV/Å.

Löwdin population analysis, charges in e, atoms 1 to 6: -0.117, -0.106, -0.302, -0.186, -0.058, -0.296

The following is a DFT calculation (the ωB97M-V functional and the def2-TZVPD basis) of 2 unconnected molecules or ions with the total composition C4H12N2O in a non-equilibrium geometry.

Results
Highest occupied orbital energy = -6.94 eV
Calculated total energy = -9366.445 eV
Charge = 0
Lowest unoccupied orbital energy = 0.74 eV
SMILES = N/C=C/CCN.O
Energy relative to the best compared isomer or geometry (same formula, charge and spin) = 109.5 kcal/mol

```
19
Properties=species:S:1:pos:R:3:forces:R:3
N 2.033 2.036 -1.046 -0.416 1.167 -1.086
C 1.741 0.745 -0.710 0.801 -0.127 0.129
C 0.842 0.276 0.208 -1.925 1.572 -1.977
C 0.999 -0.940 1.011 -1.743 -1.535 -0.520
C -0.396 -1.309 1.598 1.242 -2.219 -2.575
N -1.254 -1.762 0.450 -0.766 0.267 0.400
H 2.803 2.320 -1.617 0.528 -1.240 -0.638
H 1.489 2.895 -1.040 -0.933 -0.788 1.183
H 2.189 -0.013 -1.349 1.841 0.090 0.643
H -0.125 0.361 -0.403 0.176 1.049 1.974
H 1.624 -0.781 1.863 0.892 0.084 0.296
H 1.288 -1.795 0.399 0.594 -0.371 0.172
H -0.627 -0.482 2.186 -1.450 1.666 0.827
H -0.301 -2.185 2.261 0.039 0.281 -0.184
H -2.227 -1.996 0.752 1.278 0.607 -0.650
H -1.242 -1.226 -0.460 -0.185 -0.503 2.028
O -2.904 0.738 -1.165 -1.203 1.866 1.154
H -3.852 0.871 -0.781 2.834 -0.037 -0.954
H -2.357 1.571 -0.963 -1.601 -1.828 -0.222
```
Positions in Å, forces in eV/Å.

Löwdin population analysis, charges in e, atoms 1 to 6: 0.070, -0.218, -0.208, -0.250, -0.278, -0.029

The following is a DFT calculation (the ωB97M-V functional and the def2-TZVPD basis) of 2 unconnected molecules or ions with the total composition C4H12N2O.

Results
Highest occupied orbital energy = -6.48 eV
Calculated total energy = -9367.160 eV
Charge = 0
Lowest unoccupied orbital energy = 0.49 eV
Energy relative to the best compared isomer or geometry (same formula, charge and spin) = 93.0 kcal/mol

```
19
Properties=species:S:1:pos:R:3:forces:R:3
C 0.458 1.714 0.128 -0.181 -0.226 -0.100
C 1.857 1.269 0.552 -0.011 0.069 0.006
H 2.350 0.689 -0.237 -0.013 0.018 0.024
H 2.536 2.096 0.802 -0.030 -0.067 -0.012
H 0.009 2.365 0.886 0.047 0.028 0.004
H 0.499 2.309 -0.793 0.053 0.033 0.033
H -0.430 0.325 0.670 0.092 0.026 -0.086
H 1.823 0.620 1.436 -0.003 0.014 -0.029
C -0.730 -1.308 -0.448 0.283 0.104 -0.193
N -0.343 -0.591 -1.500 -0.042 -0.269 0.237
N -0.417 -2.613 -0.296 -0.042 0.202 -0.029
C -1.313 -0.513 0.618 -0.270 0.005 0.062
O -2.419 0.288 0.246 0.259 -0.146 -0.015
H -2.058 1.179 0.104 0.064 -0.018 0.002
H 0.260 -1.010 -2.195 -0.067 -0.019 0.062
H -0.122 0.407 -1.178 -0.054 0.089 0.113
H 0.305 -3.053 -0.843 -0.088 0.085 0.016
H -0.755 -3.107 0.512 0.010 0.082 -0.041
H -1.509 -1.066 1.537 -0.008 -0.011 -0.053
```
Positions in Å, forces in eV/Å.

Löwdin population analysis, charges in e, atoms 1 to 6: -0.294, -0.234, 0.045, 0.048, 0.028, 0.024

The following is a DFT calculation (the ωB97M-V functional and the def2-TZVPD basis) of a single C4H12N2O molecule in a non-equilibrium geometry.

Results
Highest occupied orbital energy = -8.71 eV
Calculated total energy = -9368.923 eV
Charge = 0
Lowest unoccupied orbital energy = 1.03 eV
SMILES = C[C@@H](O)N(C)CN
Energy relative to the best compared isomer or geometry (same formula, charge and spin) = 52.4 kcal/mol

```
19
Properties=species:S:1:pos:R:3:forces:R:3
C 1.459 -0.007 1.628 0.171 0.263 -0.350
C 0.861 0.338 0.274 3.661 -0.346 -2.500
O 2.022 0.334 -0.835 -1.621 0.542 2.086
N -0.064 -0.626 -0.165 -3.382 0.911 2.027
C -0.229 -0.819 -1.590 -0.138 0.241 0.024
C -1.488 -0.055 0.518 1.373 -1.934 -1.208
N -2.172 1.002 -0.131 0.223 0.216 -0.220
H 0.766 0.227 2.433 -0.020 -0.007 0.093
H 1.709 -1.065 1.671 -0.132 -0.049 -0.069
H 2.376 0.562 1.764 -0.049 0.172 0.129
H 0.544 1.388 0.204 0.035 -0.072 -0.062
H 2.537 -0.476 -0.739 -0.205 -0.040 0.277
H 0.566 -1.470 -1.950 -0.045 0.148 -0.137
H -1.176 -1.338 -1.754 -0.029 -0.010 0.009
H -0.223 0.114 -2.169 0.014 -0.105 -0.072
H -1.304 0.201 1.560 0.338 -0.070 -0.165
H -2.083 -0.967 0.482 -0.156 0.147 0.092
H -1.665 1.878 -0.120 -0.060 -0.034 -0.023
H -2.437 0.779 -1.082 0.023 0.025 0.069
```
Positions in Å, forces in eV/Å.

Löwdin population analysis, charges in e, atoms 1 to 6: -0.044, -0.402, -0.106, -0.153, -0.125, -0.204

The following is a DFT calculation (the ωB97M-V functional and the def2-TZVPD basis) of a molecular structure, C4H12N2O in a non-equilibrium geometry.

Results
Highest occupied orbital energy = -6.47 eV
Calculated total energy = -9366.131 eV
Charge = 0
Lowest unoccupied orbital energy = -0.32 eV
Energy relative to the best compared isomer or geometry (same formula, charge and spin) = 116.7 kcal/mol

```
19
Properties=species:S:1:pos:R:3:forces:R:3
N 0.563 1.790 -0.334 0.019 0.195 -0.020
C 0.443 2.163 1.123 -0.255 -0.484 0.013
O -0.737 1.716 1.636 -0.551 -0.002 -0.044
H -0.410 1.801 -0.633 0.027 -0.028 -0.116
H 1.003 2.569 -0.817 0.031 -0.061 -0.071
H 1.304 1.722 1.653 0.213 0.068 -0.095
H 0.498 3.259 1.208 0.095 -0.016 0.120
C -0.964 -0.854 1.386 -0.477 -0.766 -0.183
C -0.121 -1.120 0.275 0.179 0.388 -0.370
C -0.477 -1.577 -0.946 -0.336 -0.403 0.385
N 0.561 -1.708 -2.015 -0.338 0.338 0.676
H -1.996 -1.178 1.237 0.041 -0.127 0.115
H -0.565 -1.159 2.350 0.121 0.180 0.029
H -0.946 0.499 1.509 0.737 0.879 -0.020
H 0.896 -0.722 0.334 0.082 -0.336 0.230
H -1.414 -2.051 -1.192 0.027 0.021 -0.133
H 1.119 -0.854 -1.992 0.222 0.031 -0.059
H 1.151 -2.531 -1.869 0.029 0.176 -0.225
H 0.095 -1.764 -2.913 0.134 -0.053 -0.230
```
Positions in Å, forces in eV/Å.

Löwdin population analysis, charges in e, atoms 1 to 6: -0.022, -0.450, -0.242, 0.057, 0.041, 0.090

The following is a DFT calculation (the ωB97M-V functional and the def2-TZVPD basis) of a single C4H12N2O molecule in a non-equilibrium geometry.

Results
Highest occupied orbital energy = -9.45 eV
Calculated total energy = -9369.739 eV
Charge = 0
Lowest unoccupied orbital energy = 0.92 eV
SMILES = NCC[C@@H](N)CO
Energy relative to the best compared isomer or geometry (same formula, charge and spin) = 33.5 kcal/mol

```
19
Properties=species:S:1:pos:R:3:forces:R:3
N 0.614 -0.151 2.455 0.132 -0.797 -0.958
C 1.067 -0.922 1.252 -0.529 0.384 1.464
C -0.012 -0.968 0.204 -0.896 -0.056 0.166
C -0.516 0.398 -0.301 1.758 0.140 -0.675
N 0.601 1.287 -0.718 -0.468 -0.170 -0.020
C -1.344 0.159 -1.543 -0.464 -0.750 -0.196
O -1.934 1.316 -2.116 -0.493 -0.654 0.751
H 1.374 -0.201 3.116 -0.102 0.520 0.274
H 0.371 0.799 2.217 0.290 0.218 0.192
H 2.028 -0.575 0.876 0.072 0.149 -0.289
H 1.222 -1.909 1.678 0.151 -0.368 -0.399
H 0.310 -1.606 -0.623 0.075 0.146 -0.177
H -0.899 -1.451 0.633 0.208 -0.199 0.079
H -1.090 0.880 0.489 -0.165 0.161 -0.158
H 1.121 1.674 0.049 -0.011 0.162 0.456
H 1.266 0.704 -1.205 0.225 -0.072 -0.310
H -2.051 -0.647 -1.284 -0.563 0.684 -0.161
H -0.765 -0.326 -2.338 0.560 0.007 0.285
H -1.363 1.538 -2.841 0.219 0.495 -0.324
```
Positions in Å, forces in eV/Å.

Löwdin population analysis, charges in e, atoms 1 to 6: 0.000, -0.286, -0.192, -0.380, 0.048, -0.262